1.
Density functional theory data (ωB97M-V with the def2-TZVPD basis set) for a molecular structure, C36H75AlF5O10S7.

Summary:
LUMO = 1.989 eV
net charge = -1
HOMO level = -4.0 eV
orbital gap = 5.9 eV

Last column: Löwdin charge in e.
Cartesian coordinates (Å):
S: -0.3775 1.7389 6.9056  0.7846
S: -4.7457 6.8909 -1.9206  0.8124
S: 4.7383 -3.1017 -0.9230  0.8292
S: 3.4348 -9.5903 -0.9592  0.7977
S: 0.2633 0.4354 -4.7648  0.8220
S: -5.5616 -3.0732 -2.8704  0.7860
S: -0.0714 -5.6475 1.9381  0.8347
Al: 1.6782 1.2245 0.2294  0.3694
F: -1.0206 7.3138 -3.2313  0.0257
F: 0.9012 8.6990 -3.3843  0.0665
F: -0.7629 2.4991 -0.8797  -0.0745
F: 0.7443 6.6503 -4.5069  0.0354
F: 0.9716 2.1441 -2.3688  -0.1105
O: -5.0873 3.2191 3.3673  0.0110
O: -1.6664 -3.8992 -0.8403  -0.1482
O: -3.3049 1.6910 3.1520  -0.0939
O: -4.8744 5.5336 -1.3109  -0.5529
O: 0.1515 -0.9278 -4.1664  -0.5406
O: 4.0097 -1.9059 -0.4074  -0.5426
O: 2.8131 -9.7448 -2.3097  -0.5627
O: 0.4402 0.7593 6.1310  -0.5400
O: -5.4715 -1.6041 -2.6198  -0.5450
O: 0.7455 -6.6339 1.1633  -0.5689
C: -1.3676 0.8823 -5.3991  -0.2632
C: 1.1904 4.0702 -0.8899  -0.0651
C: 3.7107 -11.2489 -0.2985  -0.2861
C: 0.6744 5.0494 -1.9990  0.0636
C: 1.0179 6.5506 -2.0711  -0.0806
C: 2.1187 4.6681 0.1878  0.0115
C: -3.9636 6.6881 -3.5355  -0.2712
C: -2.1795 2.5742 3.5383  -0.1413
C: 0.4108 7.3780 -3.3093  -0.3627
C: 0.6971 2.5577 -0.9851  -0.3162
C: 6.4324 -3.0136 -0.3006  -0.2783
C: -4.4767 -3.4521 -4.2633  -0.2614
C: 5.3931 3.0160 1.2723  -0.2786
C: 6.9448 2.7979 1.6702  -0.1627
C: 0.3690 2.5762 2.6940  -0.2572
C: 4.5364 1.6395 1.3539  -0.2749
C: -7.1094 -3.3777 -3.7508  -0.2791
C: 1.1916 -0.6609 -0.5003  -0.2062
C: 4.2414 -4.5145 0.0867  -0.2667
C: -1.2326 -1.5188 -1.3608  -0.1724
C: -6.3713 7.3536 -2.5581  -0.2815
C: 1.0491 0.2513 -6.3817  -0.2749
C: 3.7356 1.3683 -0.0190  -0.2248
C: -1.9553 0.9465 7.2857  -0.2637
C: -2.3088 -2.5851 -0.7780  -0.2340
C: 2.1207 -9.1447 0.1948  -0.2794
C: 1.9149 7.1620 -0.9648  -0.0242
C: -1.2019 2.6714 2.2487  -0.1494
C: -1.6433 -6.4409 2.3355  -0.2643
C: 0.2432 1.7402 8.6020  -0.2784
C: -0.3874 -0.8913 -0.1290  -0.2593
C: 2.4518 6.2057 0.1321  -0.0485
C: -4.3497 2.4980 2.6279  -0.3998
C: -4.7171 2.5218 1.0512  0.0125
C: 1.0826 1.2266 2.1863  -0.2160
C: 0.5634 -5.6313 3.6286  -0.2681
H: 7.0826 2.4744 2.7683  0.0694
H: 1.8207 -1.4870 -0.0305  0.0320
H: 5.3092 0.7961 1.4875  0.0903
H: -0.4064 2.3552 9.2278  0.0479
H: -5.4873 1.7228 0.7913  0.0877
H: -2.9369 6.3592 -3.3830  0.0261
H: -3.2623 -2.6454 -1.4337  0.0647
H: 7.4401 2.0215 0.9701  0.0717
H: -6.7586 6.5618 -3.2020  0.0539
H: -3.4440 -3.2902 -3.9501  0.0456
H: 2.0811 -0.0664 -6.2289  0.0479
H: -0.5051 -1.5281 0.8275  0.0994
H: 1.5676 -5.2058 3.6157  0.0483
H: -1.8643 -0.7229 -1.9179  0.1101
H: -1.7457 0.0900 -6.0487  0.0494
H: -1.4638 -7.4086 2.8084  0.0512
H: 0.9291 3.5424 2.4603  0.0729
H: 4.8431 -5.3851 -0.1822  0.0464
H: 4.0177 2.1468 -0.8239  0.0454
H: 3.1150 6.6757 0.9470  0.0872
H: 1.7632 -8.1464 -0.0562  0.0186
H: 5.3871 3.4648 0.2216  0.0903
H: -1.2993 1.8213 -5.9518  0.0478
H: 3.8936 1.6550 2.2959  0.0726
H: 7.5316 3.7762 1.4854  0.0591
H: -0.5188 -1.9955 -2.1091  0.0871
H: 4.0533 -11.1772 0.7355  0.0473
H: -4.5014 5.9378 -4.1184  0.0591
H: -1.8295 -4.2727 -1.7352  0.0775
H: -1.6870 2.0650 4.4339  0.0842
H: 1.2964 -9.8557 0.1131  0.0601
H: 4.4786 -11.7372 -0.9002  0.0433
H: 0.5211 -0.5021 -6.9700  0.0491
H: -2.0435 1.0098 -4.5523  0.0511
H: 4.3705 -4.2800 1.1452  0.0552
H: -7.9383 -3.1635 -3.0751  0.0468
H: 6.9633 -3.9325 -0.5570  0.0440
H: -5.1294 3.5406 0.7271  0.0801
H: -4.6070 -4.4963 -4.5539  0.0517
H: 4.8854 3.7718 1.9781  0.0913
H: -2.1988 -6.5878 1.4087  0.0497
H: -0.9092 0.1132 0.1183  0.0675
H: -4.7071 -2.7959 -5.1047  0.0569
H: -7.0459 7.4951 -1.7126  0.0459
H: -6.2915 8.2879 -3.1171  0.0472
H: 1.2576 -0.6042 -1.6391  0.0451
H: 0.2885 0.3862 2.2845  0.0624
H: 2.7874 -11.8289 -0.3495  0.0525
H: -7.1542 -4.4242 -4.0578  0.0479
H: 2.5215 4.0155 1.0303  0.0825
H: -7.1760 -2.7261 -4.6240  0.0542
H: 0.3335 2.5081 3.8532  0.0726
H: 2.5151 -9.1412 1.2124  0.0541
H: 1.9107 0.9281 2.9395  0.0565
H: 4.1298 0.3608 -0.4283  0.0313
H: -3.9623 7.6440 -4.0626  0.0543
H: -2.6001 3.5994 3.8104  0.1284
H: 0.2795 0.7192 8.9867  0.0533
H: 0.0004 4.6210 -2.8165  0.1174
H: -2.6585 -2.3244 0.2784  0.1197
H: -1.3299 3.7086 1.7616  0.1178
H: 6.4249 -2.8727 0.7819  0.0541
H: -2.5332 1.5873 7.9542  0.0527
H: -1.4172 1.8119 1.5205  0.0942
H: 0.6060 -6.6493 4.0215  0.0513
H: 3.1897 -4.7273 -0.1114  0.0489
H: -2.5049 0.8076 6.3536  0.0450
H: -0.0828 -5.0133 4.2544  0.0541
H: -1.7815 -0.0249 7.7523  0.0554
H: 2.1400 8.2820 -1.0100  0.0935
H: -3.7263 2.3595 0.4981  0.0821
H: 6.9293 -2.1653 -0.7727  0.0468
H: 1.0391 1.2105 -6.9028  0.0468
H: -2.2176 -5.7965 3.0032  0.0537
H: 1.2489 2.1625 8.6008  0.0478

=====

2.
Density functional theory data (ωB97M-V with the def2-TZVPD basis set) for a molecular structure, C36H78BrCsGeNO6S3Sb.

Summary:
LUMO (alpha / beta) = -1.850 / -4.307 eV
net charge = +1
HOMO level (alpha / beta) = -8.9 / -8.9 eV
multiplicity = 2
orbital gap (alpha / beta) = 7.0 / 4.5 eV
energy relative to the best compared isomer or geometry (same formula, charge and spin) = 0.0 kcal/mol

Last column: Löwdin spin population.
Cartesian coordinates (Å):
Cs: -0.5932 -0.5992 1.2514  0.0042
Sb: 0.9111 1.4212 -3.0998  0.4975
Br: -1.7227 -4.0267 -0.9341  0.0000
Ge: 2.7597 -2.2437 2.8331  0.0005
S: -4.9462 0.4655 2.2786  0.0000
S: -2.0331 1.5769 3.6132  0.0001
S: -3.1425 2.6699 0.5437  0.0004
O: 1.6477 -0.6371 -1.0748  0.0661
O: 0.9032 -2.2992 3.2931  0.0001
O: 2.3093 -2.5948 0.9672  0.0028
O: 1.2764 2.1827 0.0275  0.0517
O: 3.5939 0.4068 0.4092  0.0017
O: 2.8191 -0.3062 2.7287  0.0005
N: -3.0579 -1.5892 -0.7846  0.0000
C: 3.8680 1.1421 -3.1155  0.0110
C: 4.4082 0.3899 4.4747  0.0000
C: -4.9342 2.6674 0.4951  0.0000
C: -3.1978 -2.8303 -1.2273  0.0000
C: -0.7101 0.1073 -3.7921  0.0775
C: 2.0024 0.3187 4.8999  0.0000
C: 2.7906 1.0131 -4.1991  0.0583
C: 3.0286 -3.6144 0.2552  0.0000
C: 1.7236 4.3445 -2.9291  0.0022
C: -5.2106 -1.0779 -1.6892  0.0000
C: -4.6697 0.8009 4.0093  0.0000
C: 2.9174 1.9856 3.3125  0.0003
C: 3.0405 0.5713 3.8351  0.0001
C: -5.3196 -2.3894 -2.1365  0.0000
C: -0.7208 0.1604 -5.3406  0.0296
C: 0.0252 -4.5411 3.1729  0.0000
C: 4.3336 -3.0372 -0.2798  0.0000
C: -5.5656 2.1178 1.7683  0.0000
C: 2.1239 -4.0562 -0.8981  0.0002
C: -0.7440 -2.9062 4.9741  0.0000
C: -0.5671 -1.3166 -3.2078  0.0010
C: -0.6294 3.9458 -2.3869  0.0035
C: -4.0627 -0.7462 -1.0061  0.0000
C: 0.4027 -3.3969 4.1015  0.0000
C: -2.0299 0.7020 -3.1915  0.0043
C: 0.4928 3.5406 -3.3553  0.0867
C: -2.8019 3.7461 1.9564  0.0000
C: 0.0539 3.8106 -4.8134  0.0311
C: -6.3463 -0.0971 -1.8553  0.0000
C: -3.6284 1.8401 4.3912  0.0000
C: -1.7447 3.2212 2.9144  0.0000
C: -4.3195 -3.3016 -1.8905  0.0000
C: 2.7989 -0.3977 -4.7622  0.0044
C: 3.2715 -4.8939 1.0439  0.0001
C: 2.9873 2.0165 -5.3819  0.0184
C: 1.4767 -3.8436 5.0654  0.0000
H: 3.7888 -4.7228 1.9743  0.0000
H: 4.4754 1.0167 5.3465  0.0000
H: -0.8103 3.1373 2.3731  0.0001
H: -3.4800 1.7986 5.4621  0.0000
H: 3.8420 2.0960 -2.5803  0.0021
H: 3.7831 -0.6220 -5.1573  0.0016
H: 2.9462 2.6754 4.1455  0.0000
H: 2.3695 -0.2170 -0.5228  0.0012
H: -6.1922 -2.6689 -2.7263  0.0000
H: -5.1483 2.0293 -0.3477  0.0000
H: 4.4990 0.1281 0.2579  0.0000
H: 1.4987 5.3965 -3.1351  0.0005
H: -0.6987 5.0300 -2.4308  0.0001
H: -3.9007 0.2598 -0.6286  0.0000
H: -0.5915 -1.2886 -2.1266  0.0004
H: -3.7325 3.9973 2.4505  0.0000
H: -5.3177 3.6741 0.2252  0.0000
H: 1.9782 2.0922 2.7836  0.0002
H: 1.1343 -4.7086 5.6788  0.0000
H: 2.5992 -4.8703 -1.4569  0.0000
H: -1.6798 -2.6874 4.4147  0.0000
H: 0.9049 -4.6727 2.5560  0.0000
H: 2.6819 4.0526 -3.3617  0.0000
H: -1.5618 -0.4012 -5.6988  0.0079
H: -0.2869 4.8447 -4.8441  0.0085
H: -0.1614 -5.4909 3.6703  0.0000
H: 2.1539 -0.6622 5.3084  0.0000
H: 4.5438 -0.6489 4.7968  0.0000
H: -2.2266 1.7231 -3.5157  0.0000
H: -0.7943 -4.2419 2.5512  0.0000
H: -6.9903 -0.1057 -0.9641  0.0000
H: -0.9838 -3.6266 5.7822  0.0000
H: -2.8259 0.0390 -3.4741  0.0003
H: -1.9220 0.6977 -2.0925  0.0024
H: 1.1968 -4.4512 -0.4929  0.0000
H: 3.8939 -5.5557 0.4555  0.0000
H: 1.7894 -3.0100 5.6791  0.0000
H: 2.5900 -1.1621 -4.0161  0.0004
H: 4.8645 1.0875 -3.5728  -0.0002
H: -4.3311 -0.1615 4.4160  0.0000
H: -3.9806 2.8599 4.1759  0.0000
H: -6.6385 2.0344 1.6279  0.0000
H: -0.4564 3.6556 -1.3502  0.0015
H: 2.1407 1.0551 5.7036  0.0000
H: -0.4574 -1.9920 5.4838  0.0000
H: -5.3532 2.7671 2.5986  0.0000
H: 5.2281 0.6484 3.8129  0.0000
H: 4.9705 -2.5943 0.5022  0.0000
H: -0.8293 1.1910 -5.6777  0.0019
H: 1.8495 4.2951 -1.8478  0.0007
H: 0.9851 0.3890 4.5101  0.0000
H: 3.7145 0.3373 -2.3899  0.0019
H: 3.9178 1.7380 -5.8685  0.0049
H: 1.4410 3.0006 0.4690  0.0004
H: -6.9834 -0.3648 -2.6952  0.0000
H: -1.4477 -1.8573 -3.5417  0.0001
H: 4.1007 -2.2647 -1.0189  0.0001
H: 0.8247 3.6737 -5.5334  0.0005
H: 3.1298 3.0581 -5.0687  0.0004
H: 2.3348 -5.4237 1.2548  0.0000
H: 0.3237 -1.8418 -3.5311  0.0000
H: 2.1501 1.9555 -6.1158  0.0008
H: 2.0821 1.6293 0.1112  0.0019
H: -4.3891 -4.3216 -2.2087  0.0000
H: 3.7192 2.2618 2.6617  0.0000
H: 2.3364 -4.2025 4.5271  0.0000
H: -2.4603 4.6975 1.5740  0.0000
H: 4.9631 -3.7618 -0.7871  0.0000
H: -5.9761 0.9070 -1.9836  0.0000
H: 0.1748 -0.2354 -5.7854  0.0010
H: -5.6208 1.0601 4.4859  0.0000
H: -0.8265 3.2182 -5.0636  0.0018
H: -1.6435 3.8814 3.7610  0.0000
H: 1.9039 -3.2504 -1.6280  0.0001
H: 3.3830 0.1246 1.3653  0.0000
H: -1.6015 3.5287 -2.6871  0.0000
H: 1.6886 -1.5424 -0.6804  0.0018
H: 2.1361 -0.5371 -5.6092  0.0001

=====

3.
Density functional theory data (ωB97M-V with the def2-TZVPD basis set) for 3 unconnected molecules or ions with the total composition C36H80BFN5O9.

Summary:
LUMO = -3.106 eV
net charge = +1
HOMO level = -10.2 eV
orbital gap = 7.1 eV

Last column: Löwdin charge in e.
Cartesian coordinates (Å):
F: 1.9558 -5.9613 -3.5655  0.0321
O: 1.5601 -3.5942 0.4250  0.0438
O: 3.5128 2.6645 2.9585  -0.1948
O: -8.5827 -1.3622 2.5771  -0.1958
O: 2.7663 -2.8927 -1.5493  0.1955
O: 7.5275 4.5843 3.9684  -0.1995
O: -1.4823 0.2223 3.2629  0.0925
O: -6.1141 1.9563 0.6727  -0.1915
O: -1.1354 -0.3821 1.0931  -0.0361
O: 0.0196 -7.0230 -1.7218  -0.1341
N: -5.7285 -0.8115 2.0319  -0.0473
N: 5.2426 3.4291 5.4389  -0.0481
N: 0.3771 -4.7684 -2.3846  0.0446
N: 0.3197 -2.5308 -1.4460  0.1564
N: -1.0584 -3.0979 -3.2312  0.1749
C: 7.6340 3.8869 5.2042  -0.2167
C: 3.9078 1.7937 4.0049  -0.2319
C: -0.1571 -3.4492 -2.3538  -0.2499
C: 4.5729 3.2583 2.2252  -0.0875
C: -0.4318 2.9969 -2.5897  -0.1996
C: -3.6802 2.0009 -2.4168  -0.1869
C: -0.8437 0.4010 2.2029  -0.4341
C: -2.9188 3.2652 -2.0047  -0.1913
C: -0.6999 -2.0677 -0.4444  -0.0712
C: -2.8286 0.8344 -2.8649  -0.2244
C: -1.4986 3.0562 -1.4926  -0.2138
C: 7.1963 5.9543 4.1011  -0.1141
C: -0.1000 -1.2639 0.6831  -0.1610
C: 5.2939 0.6166 -3.9187  -0.1112
C: -0.4632 -5.7427 -1.6053  -0.1867
C: 4.1329 2.4898 5.3424  -0.1999
C: 1.1835 -7.3502 -0.9541  -0.0353
C: 3.0872 2.7999 -1.8901  -0.2021
C: -8.8506 -2.2159 1.4837  -0.1192
C: -5.2761 1.6860 1.7807  -0.2211
C: -7.4961 1.7067 0.8680  -0.0925
C: -0.2122 -6.0921 -4.5094  0.0002
C: -3.0816 -1.7088 -3.1394  -0.1832
C: 4.9935 2.0482 -3.4760  -0.2552
C: 0.2187 1.4650 2.0993  0.0305
C: -4.7540 0.2566 1.8247  -0.2020
C: -7.5059 -1.7866 3.4049  -0.2170
C: 6.5627 2.8251 5.3054  -0.2159
C: -3.6824 -0.3332 -3.3407  -0.1917
C: -6.3661 -0.7955 3.3438  -0.2120
C: 0.7870 -5.2455 -3.7287  -0.3309
C: 2.0381 2.3479 -2.9190  -0.1935
C: -1.6055 -1.7672 -3.4917  -0.1411
C: 0.6803 1.9772 -2.3084  -0.1986
C: 2.7269 -3.5052 1.2643  -0.0129
C: 4.4650 2.1524 -2.0333  -0.2127
B: 1.6064 -3.0521 -0.8182  -0.7146
H: 0.7927 -0.7060 0.3697  0.1402
H: 1.0743 -8.3855 -0.6461  0.0970
H: -1.4433 -1.4368 -0.9302  0.1051
H: 0.0583 -7.1392 -4.4189  0.0969
H: -7.7925 1.8742 1.9059  0.0915
H: 8.6147 3.4035 5.2303  0.1230
H: -3.4978 3.7158 -1.2030  0.1055
H: 5.1661 2.7726 -1.4763  0.1015
H: 5.9243 2.6083 -3.5429  0.1025
H: 1.1937 1.0200 2.2847  0.0821
H: -1.2454 -2.9097 -0.0225  0.1447
H: -7.8768 -1.8356 4.4325  0.1234
H: 4.3017 2.5079 -4.1776  0.0976
H: -3.6021 -2.3690 -3.8369  0.1184
H: 2.4225 1.5048 -3.4900  0.0963
H: 1.2574 -6.7250 -0.0722  0.0882
H: -2.1441 1.1318 -3.6614  0.1123
H: -9.0590 -3.2366 1.8185  0.0881
H: -2.1937 0.5027 -2.0361  0.0957
H: -1.2587 3.8885 -0.8352  0.1123
H: -1.4279 -3.8250 -3.8314  0.1568
H: 1.0378 -4.3497 -4.2992  0.1533
H: 2.0702 -7.2709 -1.5760  0.0858
H: -6.7759 0.1920 3.5960  0.1109
H: -0.4898 -5.3972 -0.5676  0.1390
H: 4.8721 4.2213 2.6450  0.0767
H: 3.0774 1.0926 4.1428  0.1110
H: -0.9002 2.8151 -3.5557  0.1043
H: -6.4487 -0.7358 1.3244  0.0705
H: -4.2596 0.0563 0.8685  0.1067
H: -9.7336 -1.8288 0.9788  0.0887
H: -3.9759 -0.2068 -4.3817  0.1231
H: 6.6451 2.1906 4.4111  0.1071
H: -1.0073 -1.0019 -3.0014  0.1032
H: -8.0475 2.3993 0.2321  0.0887
H: -1.5068 -1.6341 -4.5675  0.1452
H: 1.8783 3.1559 -3.6305  0.1102
H: 6.0543 0.5837 -4.6963  0.0696
H: 0.1807 -1.9168 1.5091  0.1378
H: -4.6071 -0.3247 -2.7632  0.1187
H: 4.4010 0.1234 -4.3024  0.0615
H: 6.1952 6.0947 4.5236  0.0824
H: 3.2443 -2.0711 -1.4069  0.1174
H: 0.2041 1.9586 1.1261  0.0731
H: 4.2575 1.7239 6.1142  0.1202
H: -2.9286 3.9969 -2.8120  0.1140
H: -1.4613 2.1632 -0.8615  0.0903
H: 4.4805 1.1783 -1.5546  0.0935
H: 0.3585 0.9966 -2.6685  0.0905
H: 2.7057 2.5436 -0.8999  0.0881
H: -5.7689 1.9796 2.7143  0.1147
H: 4.7742 1.1971 3.6945  0.1098
H: 7.9220 6.4780 4.7296  0.0895
H: -7.1668 -2.7866 3.1200  0.1210
H: 6.7574 2.1997 6.1811  0.1247
H: 7.2206 6.3911 3.1045  0.0876
H: 5.4459 2.6032 2.1756  0.0913
H: 5.6672 0.0242 -3.0858  0.0628
H: -7.7747 0.6896 0.5771  0.0718
H: 3.0326 -2.4691 1.3867  0.0979
H: 0.0387 3.9786 -2.6246  0.1143
H: -4.4091 2.3442 1.6684  0.1184
H: -3.2686 -2.1089 -2.1434  0.1166
H: 3.2188 3.0373 5.5855  0.1205
H: 4.2111 3.4382 1.2122  0.0747
H: -1.2435 -5.9647 -4.1882  0.0763
H: 5.1363 4.1354 4.7218  0.0747
H: -3.9836 0.1845 2.5971  0.1034
H: 2.4565 -3.9045 2.2354  0.1003
H: -0.0111 2.2014 2.8570  0.0986
H: -4.3586 2.2775 -3.2245  0.1206
H: 3.1939 3.8837 -1.8876  0.1141
H: 7.5754 4.5783 6.0488  0.1241
H: -1.4896 -5.7231 -1.9771  0.1365
H: 3.5458 -4.0884 0.8547  0.1019
H: -4.2909 1.6663 -1.5786  0.1028
H: -5.6227 -1.0551 4.1023  0.1258
H: 0.7699 1.9049 -1.2181  0.0837
H: -8.0188 -2.2396 0.7695  0.0788
H: -0.1590 -5.8385 -5.5650  0.0901